1.
Formula: C4H12OS2
Source: OMol25
Level of theory: wB97M-V/def2-TZVPD

The total energy comes out at -28058.980 eV. The value obtained for the LUMO energy is 0.643 eV. The gap between HOMO and LUMO is 8.8684 eV. Its net charge is 0. The value obtained for the maximum force is 0.1228 hartree/bohr. As for the spin multiplicity: 1.

Positions of all 19 atoms, in Å:
C  -1.56812  0.43530  -2.34702
C  -0.46834  -0.18139  -1.60015
C  -0.64245  -0.22734  -0.00724
S  -0.89593  1.36808  0.73661
S  0.92011  2.23147  0.75064
C  0.96101  2.59909  2.45998
H  -2.41135  -0.39801  -2.50775
H  -1.33753  0.58616  -3.49745
H  -1.74149  1.26778  -1.77842
H  0.49158  0.47301  -1.61012
H  -0.01530  -1.22002  -1.94770
H  0.12616  -0.72934  0.53227
H  -1.68784  -0.75566  0.15392
H  0.00674  3.22221  2.60633
H  1.92325  3.03918  2.58250
H  1.04205  1.67164  3.14420
O  1.93135  -4.36418  0.39096
H  1.87855  -3.83995  1.24784
H  1.48752  -5.17801  0.69059


2.
Formula: C4H12S
Source: OMol25
Level of theory: wB97M-V/def2-TZVPD

The total energy comes out at -15177.655 eV. The value obtained for the LUMO energy is 1.083 eV. The gap between HOMO and LUMO is 9.5849 eV. Its net charge is 0. The value obtained for the maximum force is 0.0099 hartree/bohr. As for the spin multiplicity: 1.

Positions of all 17 atoms, in Å:
C  -0.82704  1.25826  -0.94155
S  -0.27067  1.82672  0.66217
C  -1.64668  2.94611  1.00893
H  -1.11000  2.08535  -1.59098
H  -0.03258  0.69091  -1.41530
H  -1.68824  0.59499  -0.84200
H  -2.56152  2.38918  1.19728
H  -1.78364  3.63660  0.17851
H  -1.37729  3.51179  1.89482
C  1.11833  -1.76060  -0.38827
C  1.72561  -2.96296  0.33276
H  1.14150  -1.90128  -1.46858
H  0.08047  -1.64487  -0.08016
H  1.63869  -0.83719  -0.15101
H  1.80470  -2.75518  1.40135
H  2.72015  -3.25420  -0.00140
H  1.06820  -3.82364  0.20341


3.
Formula: C4H12S
Source: OMol25
Level of theory: wB97M-V/def2-TZVPD

The total energy comes out at -15177.050 eV. The value obtained for the LUMO energy is 0.971 eV. The gap between HOMO and LUMO is 9.4436 eV. Its net charge is 0. The value obtained for the maximum force is 0.0496 hartree/bohr. As for the spin multiplicity: 1.

Positions of all 17 atoms, in Å:
C  2.18083  -0.28170  -1.08521
S  2.04297  1.30611  -0.25966
C  1.74954  0.91079  1.50732
H  2.38162  -1.08161  -0.38365
H  1.34970  -0.66369  -1.70107
H  3.04733  -0.07353  -1.73216
H  0.70867  1.06582  1.77149
H  2.25215  1.68000  2.11759
H  2.12336  -0.03955  1.86821
C  -2.65968  -0.14249  0.30238
C  -1.80508  -0.66155  -0.92501
H  -3.73028  -0.28779  0.27404
H  -2.38057  -0.45846  1.33519
H  -2.46797  0.94168  0.33608
H  -0.81729  -0.70215  -0.46515
H  -1.85947  0.12676  -1.65664
H  -2.11583  -1.63865  -1.30373


4.
Formula: C4H12S
Source: OMol25
Level of theory: wB97M-V/def2-TZVPD

The total energy comes out at -15177.334 eV. The value obtained for the LUMO energy is 0.996 eV. The gap between HOMO and LUMO is 9.4549 eV. Its net charge is 0. The value obtained for the maximum force is 0.0260 hartree/bohr. As for the spin multiplicity: 1.

Positions of all 17 atoms, in Å:
C  0.46736  -2.10035  -0.71935
S  2.20761  -1.92299  -0.23344
C  2.60690  -0.33530  -0.93593
H  -0.05824  -2.47407  0.16087
H  0.02824  -1.21739  -1.16597
H  0.37183  -2.89957  -1.45514
H  3.38384  0.15847  -0.35075
H  1.77298  0.37530  -0.83170
H  2.85411  -0.36393  -1.99004
C  -1.35024  1.73219  1.47536
C  -2.04007  0.93280  0.36529
H  -0.38144  1.33426  1.78348
H  -1.23422  2.78447  1.19880
H  -1.94148  1.76696  2.39714
H  -2.45654  1.58807  -0.39250
H  -2.88371  0.39758  0.80365
H  -1.34695  0.24350  -0.10976


5.
Formula: C4H12S2
Source: OMol25
Level of theory: wB97M-V/def2-TZVPD

The total energy comes out at -26012.708 eV. The value obtained for the LUMO energy is 0.869 eV. The gap between HOMO and LUMO is 9.5957 eV. Its net charge is 0. The value obtained for the maximum force is 0.0164 hartree/bohr. As for the spin multiplicity: 1.

Positions of all 18 atoms, in Å:
C  1.97229  0.54309  -1.31272
C  2.57086  -0.54343  -0.42722
S  2.41590  -0.23838  1.35659
H  0.93477  0.32822  -1.54659
H  2.51391  0.57672  -2.25333
H  1.99652  1.53300  -0.86423
H  2.08786  -1.48600  -0.69059
H  3.62100  -0.66895  -0.66359
H  2.35089  1.09097  1.24780
C  -2.36349  0.73969  0.14354
C  -2.72820  -0.60959  0.78935
S  -1.45050  -1.29290  1.85367
H  -1.28127  0.84078  0.06700
H  -2.68711  1.56468  0.77169
H  -2.84078  0.88001  -0.82128
H  -3.62275  -0.50491  1.41033
H  -2.99474  -1.33129  0.01275
H  -0.49517  -1.42172  0.92682


6.
Formula: C4H12S2
Source: OMol25
Level of theory: wB97M-V/def2-TZVPD

The total energy comes out at -26012.980 eV. The value obtained for the LUMO energy is 0.866 eV. The gap between HOMO and LUMO is 9.5974 eV. Its net charge is 0. The value obtained for the maximum force is 0.0111 hartree/bohr. As for the spin multiplicity: 1.

Positions of all 18 atoms, in Å:
C  -1.83579  -0.06607  1.78023
C  -1.48792  -0.55426  0.38105
S  -2.52872  -1.93393  -0.18803
H  -2.89318  0.24426  1.82730
H  -1.20364  0.79646  2.05051
H  -1.67129  -0.86812  2.51933
H  -1.66355  0.24309  -0.36652
H  -0.42378  -0.85146  0.31244
H  -2.17082  -2.80037  0.78342
C  -1.17450  -5.33525  1.09801
S  -0.38325  -3.99435  2.00225
C  0.73834  -3.43903  0.70788
H  -1.91838  -5.80414  1.76388
H  -0.44323  -6.10224  0.79209
H  -1.69260  -4.96420  0.19773
H  1.43667  -4.23867  0.40868
H  0.18730  -3.10063  -0.18568
H  1.32284  -2.59108  1.10283